Here is 2 unconnected molecules or ions with the total composition C6H16N4 from the OMol25 dataset. Energies are from ωB97M-V with the def2-TZVPD basis set.

Last column: natural (NBO) charge in e.
Element x y z (Å)
C (3.462, 2.155, -2.118)  0.48
C (3.156, 3.622, -2.424)  0.17
C (5.315, 1.650, -4.882)  -0.61
C (-9.023, -4.436, 5.686)  -0.77
C (5.602, 2.230, -3.496)  -0.24
C (-7.816, -5.294, 5.740)  0.34
N (4.448, 2.554, -2.799)  -0.33
N (-6.806, -5.092, 5.018)  -0.58
N (3.172, 1.088, -1.379)  -0.74
N (3.290, 4.727, -1.623)  -0.78
H (2.585, 3.742, -3.330)  0.23
H (4.745, 0.709, -4.988)  0.23
H (4.641, 2.443, -5.378)  0.21
H (6.188, 1.652, -5.516)  0.25
H (-9.381, -3.847, 4.767)  0.29
H (-8.922, -3.553, 6.359)  0.31
H (-9.937, -5.050, 5.888)  0.28
H (6.231, 1.706, -2.912)  0.22
H (6.004, 3.224, -3.769)  0.23
H (-7.989, -6.178, 6.393)  0.26
H (-5.928, -5.491, 5.308)  0.44
H (-6.810, -4.338, 4.424)  0.43
H (2.547, 1.063, -0.669)  0.42
H (3.875, 0.391, -1.373)  0.42
H (3.849, 4.777, -0.749)  0.42
H (3.502, 5.545, -2.180)  0.41

Atoms 1-3, force components in eV/Å:
C 0.28 1.76 1.18
C 0.88 -1.94 0.56
C -2.16 1.26 -1.15

Summary:
- Energy: -12424.50437 eV
- Orbital gap: 8.9 eV
- 2S+1: 1
- ΔE to the lowest compared entry with this formula, charge and spin: 34.9 kcal/mol
- Total charge: +2



Here is 2 unconnected molecules or ions with the total composition C6H16N4O from the OMol25 dataset. Energies are from ωB97M-V with the def2-TZVPD basis set.

Last column: natural (NBO) charge in e.
Element x y z (Å)
C (0.893, -0.315, -0.222)  0.05
C (-1.279, -0.726, 0.937)  0.34
C (-2.876, -1.676, 4.010)  -0.62
C (2.210, 2.431, -4.086)  -0.43
C (3.398, 1.241, -2.220)  0.46
C (-2.875, -1.737, 2.468)  0.12
N (-0.146, -0.329, 0.451)  -0.35
N (-3.653, -0.686, 1.950)  -0.85
N (-1.472, -1.511, 1.946)  -0.50
N (3.531, 2.107, -3.427)  -0.58
O (4.352, 0.404, -1.978)  -0.66
H (1.072, -0.928, -1.101)  0.21
H (-2.203, -0.254, 0.677)  0.28
H (-3.888, -1.767, 4.388)  0.26
H (-2.167, -2.376, 4.409)  0.23
H (-2.331, -0.842, 4.145)  0.21
H (1.697, 1.469, -4.322)  0.25
H (1.694, 3.137, -3.529)  0.24
H (2.398, 2.684, -5.161)  0.26
H (1.522, 0.486, 0.146)  0.20
H (-3.154, -2.689, 2.037)  0.21
H (-4.569, -0.993, 1.667)  0.41
H (-3.812, 0.036, 2.749)  0.39
H (-0.636, -1.793, 2.427)  0.42
H (4.198, 1.820, -4.118)  0.46
H (3.808, 2.979, -3.073)  0.44
H (4.284, -0.169, -1.169)  0.56

Atoms 1-3, force components in eV/Å:
C -0.14 0.94 0.21
C 0.05 0.47 -0.22
C 0.01 -2.97 -2.21

Summary:
- Energy: -14467.15770 eV
- Orbital gap (spin up / spin down): 9.0 / 7.0 eV
- 2S+1: 3
- Expectation value of S²: 2.0041
- Total charge: +2



Here is 2 unconnected molecules or ions with the total composition C6H16N4Si from the OMol25 dataset. Energies are from ωB97M-V with the def2-TZVPD basis set.

Last column: natural (NBO) charge in e.
Element x y z (Å)
C (-7.551, -1.741, 0.695)  0.62
C (-6.273, 0.962, 0.459)  0.61
C (-7.191, -0.488, -1.387)  -0.06
C (6.073, 1.086, -0.455)  -1.24
C (6.888, -1.328, 1.496)  -1.29
C (8.919, -0.340, -0.815)  -1.22
N (-7.675, -1.590, -0.539)  -0.70
N (-7.004, 0.745, -0.690)  -0.60
N (-5.762, -0.120, 0.952)  -0.73
N (-6.215, 2.121, 1.144)  -0.77
Si (7.313, -0.153, 0.167)  1.96
H (-6.148, -0.689, -1.836)  0.24
H (-7.867, -0.405, -2.260)  0.26
H (6.466, 1.576, -1.487)  0.31
H (5.076, 0.622, -0.585)  0.31
H (5.663, 1.729, 0.319)  0.31
H (7.071, -2.416, 1.264)  0.33
H (7.470, -1.411, 2.408)  0.34
H (6.025, -1.132, 2.083)  0.30
H (9.493, -1.204, -0.591)  0.29
H (8.830, -0.581, -1.924)  0.32
H (9.458, 0.716, -0.855)  0.31
H (-8.320, -2.357, -0.861)  0.50
H (-6.956, 1.464, -1.390)  0.41
H (-5.610, -0.136, 1.959)  0.38
H (-6.312, 3.000, 0.665)  0.42
H (-5.862, 2.071, 2.064)  0.42

Atoms 1-3, force components in eV/Å:
C 1.70 0.89 1.07
C -0.18 -1.72 0.93
C 2.88 -0.25 -1.67

Summary:
- Energy: -20299.80535 eV
- Orbital gap (spin up / spin down): 8.5 / 8.5 eV
- 2S+1: 1
- ΔE to the lowest compared entry with this formula, charge and spin: 100.2 kcal/mol
- Total charge: +2



Here is a gas-phase ion, C6H16N5S2 (charge +1) from the OMol25 dataset. Energies are from ωB97M-V with the def2-TZVPD basis set.

Last column: natural (NBO) charge in e.
Element x y z (Å)
C (1.238, 3.100, 0.468)  -0.64
S (0.893, 1.352, 1.155)  0.20
C (1.805, 0.198, 0.067)  -0.01
S (1.498, 0.612, -1.726)  -0.09
N (3.318, 0.134, 0.200)  -0.25
N (3.685, -1.045, 0.313)  0.09
N (2.645, -1.833, 0.335)  -0.27
N (1.390, -1.136, 0.394)  -0.36
C (0.288, -1.780, -0.295)  -0.24
C (-1.015, -1.268, 0.442)  -0.24
N (-1.592, -0.039, 0.032)  -0.45
C (-2.217, -0.100, -1.345)  -0.40
C (-2.574, 0.385, 0.980)  -0.40
H (2.178, 3.445, 0.772)  0.24
H (0.425, 3.689, 0.707)  0.23
H (1.224, 2.828, -0.560)  0.23
H (2.709, 0.149, -2.007)  0.18
H (2.700, -2.648, 0.841)  0.40
H (0.267, -2.902, -0.165)  0.25
H (0.123, -1.451, -1.291)  0.22
H (-0.741, -1.207, 1.460)  0.24
H (-1.783, -2.097, 0.349)  0.23
H (-0.693, 0.580, 0.011)  0.46
H (-3.156, -0.754, -1.233)  0.23
H (-2.544, 0.913, -1.538)  0.23
H (-1.571, -0.491, -2.058)  0.23
H (-3.402, -0.441, 1.151)  0.24
H (-2.134, 0.520, 1.880)  0.23
H (-2.963, 1.288, 0.662)  0.23

Atoms 1-3, force components in eV/Å:
C 0.11 -3.59 -0.45
S 0.67 1.09 0.30
C 0.57 0.10 -0.91

Summary:
- Energy: -35591.96487 eV
- Structure (SMILES): CS[C@@]1(S)N=NNN1CC[NH+](C)C
- Orbital gap: 9.6 eV
- 2S+1: 1
- ΔE to the lowest compared entry with this formula, charge and spin: 19.6 kcal/mol
- Total charge: +1



Here is a molecular structure, C6H16N8O10Pb from the OMol25 dataset. Energies are from ωB97M-V with the def2-TZVPD basis set.

Last column: natural (NBO) charge in e.
Element x y z (Å)
Pb (0.136, -0.159, 0.861)  1.51
C (-1.964, -0.805, 2.801)  0.95
O (-1.415, -1.739, 2.090)  -0.91
O (-1.951, 0.396, 2.343)  -0.94
O (-2.442, -1.109, 3.968)  -0.87
C (2.671, -0.548, 2.667)  0.93
O (1.543, -0.950, 3.165)  -0.86
O (3.812, -0.943, 3.112)  -0.90
O (2.577, 0.263, 1.646)  -0.98
C (-2.950, 0.530, -0.812)  0.78
O (-1.867, -0.012, -0.643)  -0.66
N (-3.610, 0.457, -2.017)  -0.87
N (-3.562, 1.198, 0.186)  -0.87
H (-4.566, 0.761, -1.992)  0.36
H (-3.165, 0.102, -2.836)  0.40
H (-3.078, 1.056, 1.088)  0.49
H (-4.460, 1.582, -0.023)  0.35
C (0.457, -3.367, -0.935)  0.79
O (0.557, -2.247, -0.451)  -0.64
N (1.165, -3.710, -2.064)  -0.87
N (-0.487, -4.234, -0.539)  -0.83
H (2.043, -3.210, -2.093)  0.40
H (1.129, -4.595, -2.533)  0.37
H (-0.715, -5.045, -1.080)  0.36
H (-1.128, -3.955, 0.192)  0.45
C (0.427, 3.465, 1.431)  0.79
O (0.346, 2.363, 0.912)  -0.64
N (1.624, 4.051, 1.726)  -0.85
N (-0.682, 4.159, 1.811)  -0.86
H (2.448, 3.520, 1.495)  0.44
H (1.597, 4.950, 2.160)  0.36
H (-1.507, 3.577, 1.797)  0.43
H (-0.513, 4.919, 2.439)  0.37
C (1.779, 0.062, -2.232)  0.78
O (0.795, 0.450, -1.605)  -0.64
N (2.833, -0.485, -1.601)  -0.85
N (1.897, 0.170, -3.585)  -0.87
H (2.842, -0.508, -0.578)  0.47
H (3.640, -0.797, -2.104)  0.36
H (1.056, 0.487, -4.037)  0.40
H (2.685, -0.103, -4.133)  0.37

Atoms 1-3, force components in eV/Å:
Pb 0.23 -0.78 3.34
C -0.52 -2.49 2.99
O 0.19 0.08 -1.14

Summary:
- Energy: -44128.77956 eV
- Orbital gap: 3.5 eV
- 2S+1: 1
- ΔE to the lowest compared entry with this formula, charge and spin: 0.0 kcal/mol
- Total charge: -2



Here is 2 unconnected molecules or ions with the total composition C6H16NO from the OMol25 dataset. Energies are from ωB97M-V with the def2-TZVPD basis set.

Last column: natural (NBO) charge in e.
Element x y z (Å)
C (-1.103, 1.638, 1.169)  -0.11
O (-0.300, 0.816, 2.039)  -0.73
C (-2.154, 0.830, 0.427)  -0.26
C (-3.434, 1.212, 0.350)  -0.33
H (-0.396, 2.120, 0.457)  0.17
H (-1.598, 2.481, 1.656)  0.19
H (-0.932, 0.218, 2.409)  0.48
H (-1.785, 0.016, -0.220)  0.18
H (-4.174, 0.637, -0.289)  0.22
H (-3.770, 2.171, 0.735)  0.21
C (0.721, -2.441, -1.503)  -0.62
C (0.640, -1.213, -0.546)  -0.22
N (2.015, -0.626, -0.455)  -0.49
C (2.174, 0.757, 0.089)  -0.42
H (1.577, -3.049, -1.207)  0.22
H (-0.243, -2.931, -1.400)  0.25
H (0.871, -2.082, -2.535)  0.22
H (-0.028, -0.433, -0.896)  0.22
H (0.294, -1.541, 0.446)  0.24
H (2.415, -0.603, -1.418)  0.43
H (2.605, -1.250, 0.120)  0.44
H (1.698, 1.420, -0.602)  0.22
H (3.231, 1.019, 0.167)  0.24
H (1.673, 0.834, 1.009)  0.26

Atoms 1-3, force components in eV/Å:
C 0.15 0.12 -1.03
O -0.07 0.86 -0.80
C -0.05 0.66 -0.47

Summary:
- Energy: -10011.33818 eV
- Orbital gap: 9.8 eV
- 2S+1: 1
- ΔE to the lowest compared entry with this formula, charge and spin: 45.5 kcal/mol
- Total charge: +1



Here is 2 unconnected molecules or ions with the total composition C6H16NO from the OMol25 dataset. Energies are from ωB97M-V with the def2-TZVPD basis set.

Last column: natural (NBO) charge in e.
Element x y z (Å)
C (0.455, -0.955, 1.655)  -0.21
C (-0.738, -0.209, 0.924)  -0.47
C (-0.214, 0.718, -0.161)  0.06
C (0.004, 0.180, -1.373)  -0.46
C (0.038, 2.150, 0.102)  -0.46
C (-0.738, 3.346, -0.243)  -0.62
N (1.158, -1.952, 0.671)  -0.71
H (0.151, -1.555, 2.520)  0.23
H (1.223, -0.257, 2.082)  0.24
H (-1.162, 0.496, 1.734)  0.25
H (-1.528, -0.890, 0.503)  0.25
H (0.334, 0.828, -2.207)  0.21
H (-0.521, -0.604, -1.764)  0.21
H (0.149, 2.160, 1.259)  0.19
H (1.036, 2.333, -0.303)  0.23
H (-0.285, 4.296, -0.185)  0.24
H (-1.397, 3.114, -1.107)  0.23
H (-1.727, 3.449, 0.359)  0.21
H (1.378, -1.540, -0.243)  0.46
H (0.536, -2.807, 0.459)  0.47
H (2.045, -2.269, 1.059)  0.43
H (-0.827, -3.625, -1.687)  0.50
H (0.664, -3.273, -2.385)  0.52
O (-0.033, -3.136, -1.667)  -1.01

Atoms 1-3, force components in eV/Å:
C -0.06 0.12 -0.61
C 0.04 1.13 1.51
C -0.98 -1.34 -1.66

Summary:
- Energy: -10010.75450 eV
- Orbital gap: 9.7 eV
- 2S+1: 1
- ΔE to the lowest compared entry with this formula, charge and spin: 59.0 kcal/mol
- Total charge: +1



Here is 2 unconnected molecules or ions with the total composition C6H16NO6 from the OMol25 dataset. Energies are from ωB97M-V with the def2-TZVPD basis set.

Last column: natural (NBO) charge in e.
Element x y z (Å)
C (-1.961, -1.051, 0.999)  -0.62
C (1.574, -1.538, -1.556)  -0.43
C (-0.839, -1.226, -0.063)  -0.49
C (-0.027, 0.016, -0.287)  0.01
C (1.100, 0.469, 1.454)  0.87
C (-0.714, 1.268, -0.678)  0.68
N (1.041, -0.183, -1.283)  -0.53
O (0.123, 1.101, 2.297)  -0.74
O (1.375, -0.703, 1.994)  -0.71
O (2.128, 1.192, 1.120)  -0.68
O (-1.275, 1.016, -2.018)  -0.80
O (0.183, 2.316, -0.858)  -0.73
O (-1.804, 1.724, 0.011)  -0.70
H (-1.610, -0.407, 1.820)  0.20
H (-2.187, -2.044, 1.365)  0.24
H (-2.843, -0.512, 0.575)  0.24
H (0.685, -2.098, -1.584)  0.23
H (2.067, -1.631, -2.529)  0.25
H (2.326, -1.902, -0.901)  0.23
H (-1.466, -1.460, -1.016)  0.25
H (-0.101, -2.130, 0.246)  0.23
H (1.773, 0.446, -0.906)  0.45
H (0.592, 0.103, -2.102)  0.46
H (0.427, 1.977, 2.494)  0.51
H (0.679, -1.132, 2.434)  0.52
H (2.938, 0.585, 1.118)  0.52
H (-2.250, 1.264, -2.064)  0.52
H (-0.393, 3.116, -1.014)  0.51
H (-1.542, 1.423, 0.931)  0.51

Atoms 1-3, force components in eV/Å:
C 0.50 0.79 -0.26
C 0.18 0.10 -1.08
C -0.74 -1.35 -0.26

Summary:
- Energy: -20247.93725 eV
- Orbital gap: 10.1 eV
- 2S+1: 1
- ΔE to the lowest compared entry with this formula, charge and spin: 32.0 kcal/mol
- Total charge: +1



Here is 3 unconnected molecules or ions with the total composition C6H16NO9S2 from the OMol25 dataset. Energies are from ωB97M-V with the def2-TZVPD basis set.

Last column: natural (NBO) charge in e.
Element x y z (Å)
N (0.622, 0.865, -1.167)  0.67
O (0.443, 0.238, -0.156)  -0.50
O (1.723, 1.532, -1.300)  -0.56
O (-0.452, 1.332, -1.776)  -0.60
O (-0.295, 2.255, 3.468)  -0.89
S (-0.458, 0.778, 3.808)  2.30
O (0.658, -0.100, 3.742)  -0.93
O (-0.818, 0.616, 5.423)  -0.71
C (0.069, 1.342, 6.237)  -0.09
C (-0.367, 0.946, 7.664)  -0.63
C (-1.759, 0.019, 2.911)  -0.88
H (-0.180, 2.332, 6.082)  0.18
H (1.190, 1.244, 5.973)  0.20
H (0.098, 1.267, 8.615)  0.22
H (0.027, -0.186, 7.805)  0.21
H (-1.333, 1.143, 7.907)  0.21
H (-1.377, -0.676, 1.982)  0.31
H (-2.355, 0.661, 2.349)  0.26
H (-2.294, -0.573, 3.449)  0.23
O (0.507, 0.486, -6.434)  -0.96
S (-0.063, -0.837, -6.253)  2.34
O (0.517, -1.727, -7.236)  -0.93
O (0.360, -1.160, -4.713)  -0.73
C (1.629, -0.824, -4.229)  -0.07
C (2.118, -1.579, -2.952)  -0.63
C (-1.792, -0.834, -6.114)  -0.91
H (1.441, 0.171, -4.058)  0.21
H (2.119, -0.923, -5.179)  0.17
H (2.853, -1.110, -2.434)  0.23
H (2.337, -2.662, -3.353)  0.19
H (1.171, -1.504, -2.142)  0.24
H (-2.052, -1.221, -5.088)  0.29
H (-2.228, -1.483, -6.860)  0.26
H (-2.054, 0.172, -5.976)  0.28

Atoms 1-3, force components in eV/Å:
N -1.38 6.80 0.33
O 0.14 -3.02 1.24
O -0.96 -2.11 -1.13

Summary:
- Energy: -48061.88468 eV
- Orbital gap: 7.1 eV
- 2S+1: 1
- ΔE to the lowest compared entry with this formula, charge and spin: 23.6 kcal/mol
- Total charge: -1